Entry 1:
The following is a DFT calculation (ωB97M-V/def2-TZVPD) of C13H24BiClI2N2P2 as an isolated structure.

## Properties
E: -2571.6799 hartree
relative energy (zero: lowest compared OMol25 entry of this formula, charge and spin): 0.112 eV
highest occupied orbital energy (alpha / beta): -14.0564 / -14.0560 eV
net charge: +2
HOMO-LUMO gap (alpha / beta): 4.0 / 4.1 eV

```
45
Properties=species:S:1:pos:R:3:forces:R:3:nbo_charge:R:1
I -0.2276 2.7255 -1.2766 0.0959 -1.0816 -0.1596 -0.109
I -0.1079 -3.3213 -1.0181 0.0815 1.0554 -0.2565 -0.139
Bi -0.0538 -0.3177 -1.4988 -0.4250 0.0543 0.4847 1.018
P -2.8627 -0.3125 -1.5422 -1.4959 -0.0607 -0.1139 1.167
C -3.7057 -0.2374 0.0750 0.9051 0.0346 0.2088 -0.962
C -3.4948 1.0945 -2.5116 0.8471 0.0771 0.1665 -0.965
H -4.5659 0.9462 -2.6956 0.2154 -0.0092 0.0724 0.284
H -4.5442 -1.7109 -2.5735 0.2174 0.0054 0.0846 0.285
H -2.9354 1.1377 -3.4511 -0.2262 0.0118 -0.0201 0.279
H -2.9090 -1.9377 -3.3059 -0.2194 0.0027 -0.0384 0.279
H -3.2989 0.6029 0.6543 -0.2437 -0.0998 -0.1628 0.275
H -3.3015 2.0251 -1.9639 -0.2150 -0.2124 -0.1260 0.277
C -3.4704 -1.8147 -2.3751 0.8095 -0.0033 0.1606 -0.967
H -4.7844 -0.1170 -0.0810 0.2139 -0.0304 -0.0599 0.286
H -3.2535 -2.6841 -1.7441 -0.2289 0.1474 -0.1185 0.272
H -3.4913 -1.1518 0.6395 -0.1936 0.1126 -0.1572 0.262
P 2.6819 -0.2979 -1.5421 1.5162 -0.0225 0.1697 1.161
C 3.4520 -0.2431 0.1118 -0.8637 -0.0262 0.0331 -0.960
C 3.3095 -1.7813 -2.3820 -0.7615 -0.1784 0.0846 -0.969
H 2.7156 1.1886 -3.4196 0.1912 -0.0108 -0.0165 0.282
H 4.3490 1.0196 -2.6860 -0.1663 -0.0536 0.0970 0.289
H 3.0796 2.0534 -1.9210 0.1543 -0.1899 -0.0841 0.278
C 3.2782 1.1327 -2.4826 -0.7501 0.1756 0.0672 -0.972
H 2.7638 -1.9022 -3.3241 0.2130 0.0194 0.0190 0.281
H 4.3850 -1.6686 -2.5715 -0.2377 0.0495 0.1013 0.288
H 4.5412 -0.2776 0.0093 -0.1389 -0.0107 -0.0818 0.287
H 3.0880 -1.0924 0.7005 0.1997 0.0343 -0.1142 0.274
H 3.1059 -2.6668 -1.7646 0.1863 0.2406 -0.1304 0.278
H 3.1406 0.6638 0.6398 0.1535 -0.0374 -0.1247 0.276
Cl -0.0787 -0.4105 -3.9916 0.0312 0.0071 0.6763 -0.466
N -0.7521 -1.1412 3.3604 -0.1400 -0.1107 0.2854 -0.508
C -0.7859 -1.3327 2.0193 0.7571 0.8549 0.1990 0.220
N -0.1763 -0.3336 1.3872 -0.2769 -0.7986 -1.3212 -0.576
C 0.2819 0.5581 2.3432 -0.2319 -0.0714 0.8427 0.133
C 0.9575 1.7800 2.2282 -0.1631 -0.0581 0.2079 -0.247
C 1.2305 2.4942 3.3980 -0.1611 -0.5580 -0.2492 -0.198
C 0.8421 1.9876 4.6560 -0.4384 -0.7954 0.1435 -0.179
C 0.1710 0.7554 4.7823 0.3902 0.6459 0.4403 -0.214
C -0.0839 0.0602 3.6097 -0.1431 -0.0042 -0.4592 0.090
H -1.1479 -1.7492 4.0806 0.2312 0.2889 -0.5524 0.447
H -1.1864 -2.2175 1.5226 0.0570 0.3564 0.3738 0.226
H 1.1818 2.1351 1.2257 0.1695 0.2159 0.3550 0.211
H 1.7487 3.4478 3.3571 -0.1097 -0.1538 -0.0727 0.239
H 1.0527 2.5572 5.5632 -0.0325 -0.1525 -0.3543 0.244
H -0.1387 0.3540 5.7587 0.2263 0.3398 -0.4996 0.244
```
Forces are in eV/Å.

Entry 2:
The following is a DFT calculation (ωB97M-V/def2-TZVPD) of C2H2LiNaO as an isolated structure.

## Properties
E: -322.3487 hartree
relative energy (zero: lowest compared OMol25 entry of this formula, charge and spin): 1.146 eV
highest occupied orbital energy: -6.1325 eV
HOMO-LUMO gap: 5.5 eV

```
7
Properties=species:S:1:pos:R:3:forces:R:3:nbo_charge:R:1
O -0.5530 -1.4721 -0.3437 0.7669 0.7546 0.6073 -1.578
Na 1.5553 -1.3767 -0.7221 -0.8217 0.0429 -0.0503 0.939
Li -0.7540 -0.9180 1.2875 -0.1182 0.0181 -1.0254 0.921
C -0.4323 0.6905 -0.4708 0.6312 -0.5733 0.8738 -0.155
C 0.2840 1.2793 0.3780 -0.2577 -0.5657 -0.4560 -0.561
H -1.0953 0.6421 -1.3290 0.3046 0.1030 0.5402 0.231
H 0.9953 1.1548 1.2001 -0.5052 0.2204 -0.4896 0.204
```
Forces are in eV/Å.

Entry 3:
The following is a DFT calculation (ωB97M-V/def2-TZVPD) of C54H57N3O7P4S5SiZr as an isolated structure.

## Properties
E: -6476.0797 hartree
relative energy (zero: lowest compared OMol25 entry of this formula, charge and spin): 3.304 eV
highest occupied orbital energy: -2.2233 eV
net charge: -2
HOMO-LUMO gap: 5.6 eV

```
132
Properties=species:S:1:pos:R:3:forces:R:3:lowdin_charge:R:1
Zr 0.1491 -0.6436 0.6148 0.4270 0.3756 -0.1564 0.704
C 0.4223 3.1526 1.8054 -0.0131 0.0938 0.0439 -0.223
Si 0.0832 2.1295 0.2472 -0.0951 -0.2104 -0.0595 0.549
C -1.5023 3.0017 -0.4795 0.1002 0.1283 -0.0207 -0.244
C -1.8392 4.2457 0.0785 -0.0266 -0.0326 -0.1224 -0.093
C -2.6808 5.1503 -0.5471 0.0066 -0.0158 0.0354 -0.071
C -3.2211 4.8538 -1.7889 -0.0006 -0.0033 -0.0060 -0.085
C -2.9673 3.6138 -2.3424 -0.0715 0.0255 0.0259 -0.105
C -2.1483 2.6855 -1.6872 -0.1199 0.1110 0.1226 -0.347
P -2.1235 1.0517 -2.4513 0.1864 -0.1953 0.0701 0.651
C -3.8189 0.8794 -3.1012 0.0069 -0.0834 0.0050 -0.348
C -4.8652 0.9593 -2.1808 -0.0021 -0.0147 0.0231 -0.091
C -6.1716 0.7712 -2.5880 -0.0267 -0.0067 -0.0348 -0.074
C -6.4542 0.4974 -3.9230 0.0254 0.0163 0.0240 -0.092
C -5.4223 0.4213 -4.8408 0.0433 0.0052 0.0316 -0.085
C -4.1054 0.6120 -4.4307 -0.0277 0.0594 -0.1254 -0.071
C -1.0389 1.1065 -3.8933 -0.0724 0.0729 -0.0630 -0.366
C -0.4118 2.2903 -4.2524 0.1348 0.0277 -0.0181 -0.072
C 0.4109 2.3251 -5.3739 -0.0634 -0.0384 0.0891 -0.071
C 0.5844 1.1862 -6.1391 0.0158 -0.0107 -0.0218 -0.084
C -0.0506 -0.0009 -5.7823 -0.0116 0.0136 0.0001 -0.099
C -0.8491 -0.0453 -4.6567 -0.0107 -0.0520 0.0241 -0.127
C 1.2939 2.8046 -1.0452 0.0360 -0.0113 -0.1279 -0.348
C 1.5339 4.1677 -1.2357 0.0253 -0.0434 0.0230 -0.127
C 2.4756 4.6242 -2.1446 0.0555 -0.1024 -0.0509 -0.116
C 3.1917 3.6864 -2.8888 -0.0271 0.0902 0.0262 -0.116
C 2.9398 2.3345 -2.7483 0.0167 -0.1066 0.0349 -0.111
C 1.9757 1.8641 -1.8387 -0.0412 -0.0874 0.0085 -0.460
P 1.4142 0.1249 -1.7688 -0.0874 0.0875 0.2302 0.885
C 2.9371 -0.7065 -2.4020 0.0796 -0.0229 -0.0931 -0.433
C 2.9591 -1.1080 -3.7400 -0.0097 0.0370 -0.0512 -0.124
C 4.0942 -1.6550 -4.3205 -0.0216 0.0077 0.0519 -0.102
C 5.2507 -1.8166 -3.5662 0.0142 0.0305 0.0687 -0.114
C 5.2463 -1.4426 -2.2307 -0.0141 0.0635 -0.1647 -0.099
C 4.0986 -0.9057 -1.6597 0.0444 0.1189 0.0654 -0.115
C 1.4270 -2.4538 -0.1859 -0.3570 -0.2558 -0.1251 -0.700
C 2.7593 -2.9368 0.2839 0.0033 -0.0690 -0.0209 -0.586
C 3.6065 -3.7399 -0.6155 -0.0426 0.0115 0.1917 -0.128
C 3.1571 -4.1973 -1.7874 -0.2728 -0.0126 -0.0603 -0.111
C 1.8267 -3.8315 -2.2403 0.2555 -0.0984 0.0252 -0.114
C 1.0538 -3.0081 -1.5205 -0.1709 0.1930 0.2111 -0.242
H 0.8697 4.1162 1.5513 0.0126 0.0692 0.0133 0.029
H 1.1157 2.6199 2.4524 0.0255 -0.0043 0.0172 -0.001
H -0.4821 3.3430 2.3810 -0.0353 -0.0035 0.0620 0.017
H -1.4085 4.5293 1.0261 0.0230 0.0222 0.0511 0.084
H -2.9025 6.0949 -0.0661 -0.0027 0.0219 0.0070 0.103
H -3.8549 5.5634 -2.3054 -0.0041 -0.0039 -0.0051 0.098
H -3.4347 3.3580 -3.2865 0.0161 -0.0166 0.0141 0.107
H -4.6542 1.1687 -1.1388 0.0452 -0.0177 -0.0030 0.103
H -6.9712 0.8331 -1.8622 -0.0300 0.0012 0.0086 0.103
H -7.4772 0.3446 -4.2406 -0.0283 -0.0019 -0.0048 0.097
H -5.6301 0.2123 -5.8820 -0.0155 -0.0085 -0.0170 0.099
H -3.3121 0.5608 -5.1643 0.0432 -0.0100 0.0293 0.097
H -0.5054 3.1702 -3.6295 -0.0285 0.0268 -0.0016 0.106
H 0.9326 3.2393 -5.6205 0.0234 0.0281 -0.0167 0.104
H 1.2339 1.2122 -7.0048 0.0125 -0.0119 -0.0182 0.099
H 0.1071 -0.9008 -6.3625 0.0109 -0.0079 -0.0254 0.103
H -1.2893 -0.9826 -4.3363 -0.0336 0.0097 0.0183 0.110
H 0.9883 4.8926 -0.6388 -0.0427 0.0160 0.0221 0.094
H 2.6641 5.6844 -2.2612 0.0040 0.0271 -0.0092 0.085
H 3.9464 4.0148 -3.5950 0.0194 0.0204 -0.0120 0.089
H 3.4903 1.6310 -3.3616 0.0027 -0.0326 0.0004 0.093
H 2.0579 -0.9752 -4.3295 0.0422 -0.0080 0.0163 0.078
H 4.0762 -1.9520 -5.3628 0.0096 -0.0126 -0.0232 0.089
H 6.1408 -2.2417 -4.0145 0.0237 -0.0065 -0.0054 0.088
H 6.1313 -1.5810 -1.6217 0.0270 -0.0072 0.0185 0.100
H 4.1055 -0.6423 -0.6098 0.0292 0.0695 -0.0247 0.050
H 3.3000 -2.3143 0.9849 -0.0165 -0.0293 -0.0246 0.036
H 4.6242 -3.9358 -0.2968 0.0120 -0.0141 0.0141 0.105
H 3.8002 -4.7878 -2.4286 -0.0063 -0.0025 -0.0328 0.094
H 1.4907 -4.1573 -3.2182 0.0251 -0.0247 -0.0229 0.096
H 0.1156 -2.6687 -1.9488 0.0325 -0.0657 0.0442 0.048
C 4.4733 -2.2384 3.6195 0.0038 -0.0784 0.0779 -0.091
C 4.6411 -0.7584 3.3612 0.0468 0.0697 -0.0357 -0.329
O 4.3325 -0.4776 1.9902 0.1443 -0.2007 0.1039 -0.416
P 2.9793 0.3270 1.5525 -0.2565 0.3898 -0.0552 0.513
S 1.3843 -3.8174 1.1495 0.1336 0.0585 -0.0086 0.745
S 1.4834 -0.3934 2.8021 0.0848 0.0580 -0.2344 0.289
O 3.2746 1.7865 2.2526 0.1053 -0.0892 0.3069 -0.409
C 3.8842 2.8409 1.4999 -0.1617 0.0395 0.0130 -0.294
C 5.0877 2.4231 0.6828 0.0987 0.0515 -0.0898 -0.088
H 4.7208 -2.4734 4.6572 0.0093 -0.0001 0.0197 0.073
H 5.1332 -2.8142 2.9688 0.0154 -0.0101 -0.0214 0.075
H 3.4454 -2.5503 3.4287 -0.0003 0.0364 -0.0068 0.046
H 5.6752 -0.4395 3.5228 -0.0208 -0.0285 -0.0061 0.111
H 4.0045 -0.1601 4.0174 -0.0198 -0.0471 -0.0142 0.085
H 4.1733 3.5784 2.2516 -0.0082 0.0207 -0.0351 0.117
H 3.1269 3.2943 0.8547 0.0604 -0.0201 -0.0281 0.086
H 5.8489 1.9448 1.2996 0.0031 -0.0093 0.0501 0.072
H 5.5174 3.3116 0.2147 0.0237 0.0149 0.0079 0.076
H 4.8142 1.7412 -0.1216 -0.0695 -0.0700 -0.0275 0.052
C -2.2637 -6.4000 -0.9147 -0.0411 -0.1058 -0.1403 -0.098
C -1.3978 -6.0092 0.2655 0.1594 -0.0269 0.1256 -0.351
O -1.9278 -4.9200 1.0172 -0.1050 0.1200 0.1553 -0.410
P -1.7915 -3.4444 0.2673 0.0389 -0.1652 -0.1983 0.450
S -1.9347 -0.5334 -1.2643 -0.1997 -0.0180 0.0693 0.341
S -1.7155 -2.1388 1.8647 0.0767 -0.0475 -0.4007 0.203
O -3.3109 -3.2970 -0.3564 -0.1611 0.1191 0.1302 -0.449
C -4.4881 -3.1440 0.4277 0.0316 0.0471 -0.0002 -0.340
C -5.2492 -4.4521 0.5140 -0.0614 -0.0045 0.0337 -0.090
H -1.7787 -7.2108 -1.4651 -0.0244 -0.0285 0.0098 0.069
H -2.4034 -5.5648 -1.6010 0.0432 0.0553 0.0182 0.061
H -3.2514 -6.7375 -0.5967 -0.0115 0.0085 0.0511 0.065
H -0.3832 -5.7569 -0.0629 -0.0511 -0.0345 -0.0307 0.067
H -1.3258 -6.8371 0.9746 0.0501 -0.0298 -0.0405 0.111
H -5.0903 -2.3712 -0.0611 -0.0155 -0.0366 -0.0198 0.107
H -4.2277 -2.7722 1.4227 -0.0182 -0.0293 -0.0260 0.059
H -5.4467 -4.8471 -0.4836 0.0032 0.0004 -0.0329 0.071
H -6.2062 -4.3035 1.0204 -0.0077 0.0121 0.0188 0.067
H -4.6715 -5.1889 1.0700 0.0289 -0.0144 0.0013 0.064
O -3.4756 5.1457 7.5638 0.1106 0.0294 -0.0198 -0.372
S -4.8731 4.8567 7.7964 -0.0047 0.0225 0.0765 0.377
O -5.1358 3.9813 8.9267 -0.0308 -0.1032 0.0420 -0.374
O -5.7565 6.0028 7.7047 -0.0860 0.0973 -0.0625 -0.377
C -5.3683 3.8109 6.3861 0.0018 -0.0665 -0.0795 -0.342
N -6.6818 3.6180 6.2173 0.1335 -0.0068 0.0233 0.113
C -7.0310 2.8123 5.2276 -0.0700 0.0165 0.0109 -0.135
C -6.1154 2.2055 4.3863 -0.0709 0.0121 0.0109 -0.015
C -4.7826 2.4889 4.6320 0.2995 -0.0663 -0.1215 -0.224
N -4.4056 3.2783 5.6359 -0.1715 0.0157 0.0406 0.172
C -3.6977 1.9128 3.7837 -0.1529 0.0777 0.1330 -0.139
C -3.9181 1.5675 2.4573 -0.0167 -0.0276 -0.1028 -0.002
C -2.8863 1.0304 1.7124 0.0683 0.0126 0.0632 -0.187
N -1.6588 0.8279 2.1988 -0.0415 -0.1879 0.0591 -0.072
C -1.4513 1.1560 3.4784 0.0288 0.0489 -0.0744 -0.162
C -2.4269 1.7016 4.2967 0.0810 0.0002 0.0077 0.021
H -8.0958 2.6386 5.0963 -0.0087 0.0083 0.0195 0.101
H -6.4279 1.5335 3.6004 -0.0027 -0.0022 -0.0129 0.099
H -4.8797 1.7281 1.9877 -0.0116 0.0035 -0.0023 0.105
H -3.0367 0.7395 0.6814 -0.0289 -0.0069 0.0209 0.032
H -0.4488 0.9893 3.8501 -0.0185 -0.0108 0.0118 0.048
H -2.2007 1.9732 5.3182 -0.0231 0.0077 0.0165 0.122
```
Forces are in eV/Å.

Entry 4:
The following is a DFT calculation (ωB97M-V/def2-TZVPD) of C13H8FIrNO4 as an isolated structure.

## Properties
E: -1059.2813 hartree
highest occupied orbital energy (alpha / beta): -14.1580 / -17.4678 eV
net charge: +2
HOMO-LUMO gap (alpha / beta): 6.2 / 6.3 eV
spin multiplicity: 6

```
28
Properties=species:S:1:pos:R:3:forces:R:3:lowdin_spin:R:1
Ir -0.0007 -0.2777 0.4492 -0.2115 -0.0271 0.1981 1.658
O -1.2249 -2.3537 -2.7279 -0.0012 0.0052 -0.0107 0.116
C -0.5556 -1.7123 -1.8209 -0.2505 -0.0661 -0.0741 0.208
O -1.2290 -1.1695 -0.8053 0.3677 0.0743 -0.1795 0.148
C 0.8504 -1.5839 -1.9096 -0.0740 0.1087 0.2426 0.171
C 1.7927 -2.1811 -2.7685 0.0750 -0.0312 -0.0220 0.012
C 3.1327 -1.9672 -2.5464 0.0941 0.1371 0.1386 0.114
C 3.6020 -1.1782 -1.4420 -0.0854 -0.3858 -0.4864 0.021
C 2.6538 -0.6271 -0.6520 -0.3880 0.4376 0.7249 0.140
N 1.3245 -0.7750 -0.9074 0.1400 -0.1682 -0.4180 0.296
C 2.7606 0.1661 0.6206 0.0127 -0.3477 -0.7251 0.121
O 3.9410 0.5167 0.9191 -0.0595 0.2290 0.4236 0.861
O 1.7201 0.4552 1.2863 0.4044 0.2113 0.1658 0.069
H -2.1766 -2.3752 -2.5278 -0.0234 -0.0320 -0.0074 0.001
H 1.4567 -2.8153 -3.5777 0.0026 -0.0095 -0.0126 -0.001
H 3.8609 -2.4224 -3.2016 0.0105 -0.0149 -0.0138 0.005
H 4.6583 -1.0492 -1.2557 0.0244 -0.0153 0.0079 0.001
F -4.0105 3.3140 3.2223 -0.0721 0.0373 0.0038 0.106
C -3.1581 2.5696 2.5989 0.0624 -0.0609 -0.0477 0.226
C -2.9955 1.2296 3.0340 -0.0975 0.3229 0.0015 0.072
C -2.0720 0.4672 2.3994 0.3072 0.0231 -0.4325 0.123
C -1.2998 1.0026 1.2934 -0.3797 0.1718 0.3872 0.372
C -1.5109 2.3675 0.8958 0.3055 -0.5770 -0.1285 0.074
C -2.4297 3.1416 1.5224 -0.2290 0.0066 0.2845 0.074
H -3.6017 0.8642 3.8524 0.0150 0.0071 0.0202 0.001
H -1.9281 -0.5548 2.7270 0.0268 -0.0338 -0.0330 0.008
H -0.9342 2.7801 0.0789 0.0116 -0.0194 -0.0262 0.001
H -2.6265 4.1680 1.2428 0.0117 0.0170 0.0189 0.000
```
Forces are in eV/Å.